A structure of composition C29H62MgN12SSb. Source: OMol25; level of theory: ωB97M-V with the def2-TZVPD basis set.

Calculated values
Calculated total energy, eV: -71774.3245
Frontier orbital gap, eV: 7.0
LUMO level, eV: -1.791
F_max, eV Å⁻¹: 0.90

```
! wB97M-V def2-TZVPD RIJCOSX def2/J DEFGRID3
* xyz 1 1
Mg 0.575 -0.423 0.323
C 5.107 1.262 -0.534
N 4.783 -0.016 -1.141
C 5.897 -0.742 -1.733
C 3.498 -0.496 -1.177
N 2.679 -0.453 -0.155
C 3.245 -0.325 1.202
C 2.667 -1.447 2.082
N 1.212 -1.613 1.841
C 0.365 -1.119 2.954
C 0.428 0.407 3.084
N 0.328 1.052 1.746
C -0.056 2.296 1.663
N -0.644 2.992 2.675
C -1.763 2.430 3.432
C -0.396 4.412 2.878
N 0.170 3.008 0.509
C 1.152 2.558 -0.451
C -0.864 3.893 -0.023
C 0.844 -2.976 1.379
C -0.496 -3.015 0.638
N -0.615 -1.923 -0.369
C -1.746 -1.892 -1.036
N -2.154 -0.736 -1.662
C -3.123 -0.813 -2.749
C -2.227 0.552 -0.964
N -2.523 -2.999 -1.233
C -3.957 -2.980 -0.950
C -1.975 -4.258 -1.699
N 3.121 -1.073 -2.348
C 3.641 -0.626 -3.634
C 2.022 -2.028 -2.411
H 5.577 1.915 -1.275
H 5.802 1.149 0.303
H 4.205 1.748 -0.175
H 6.677 -0.883 -0.981
H 6.338 -0.204 -2.579
H 5.569 -1.723 -2.071
H 2.976 0.645 1.634
H 4.331 -0.407 1.206
H 2.862 -1.227 3.133
H 3.179 -2.378 1.844
H 0.624 -1.598 3.904
H -0.674 -1.352 2.716
H 1.363 0.731 3.556
H -0.392 0.661 3.748
H -2.056 1.465 3.019
H -2.615 3.111 3.359
H -1.514 2.309 4.489
H 0.465 4.736 2.297
H -0.184 4.585 3.934
H -1.262 5.024 2.605
H 2.028 2.174 0.068
H 1.452 3.401 -1.074
H 0.775 1.773 -1.125
H -1.721 3.917 0.646
H -1.207 3.521 -0.994
H -0.489 4.909 -0.157
H 0.806 -3.686 2.210
H 1.631 -3.303 0.699
H -1.330 -2.921 1.340
H -0.557 -4.007 0.198
H -2.929 -1.683 -3.370
H -3.007 0.082 -3.364
H -4.156 -0.844 -2.397
H -3.190 0.661 -0.461
H -2.103 1.357 -1.687
H -1.472 0.646 -0.188
H -4.224 -2.060 -0.434
H -4.189 -3.802 -0.271
H -4.554 -3.104 -1.859
H -0.949 -4.121 -2.041
H -2.570 -4.610 -2.545
H -2.000 -5.038 -0.932
H 4.234 0.275 -3.512
H 2.808 -0.398 -4.302
H 4.255 -1.395 -4.109
H 1.928 -2.544 -1.460
H 2.240 -2.759 -3.193
H 1.067 -1.548 -2.635
C -2.348 -0.184 6.659
C -3.247 -0.541 5.508
C -4.555 -0.946 5.708
C -5.276 -1.270 4.570
N -4.782 -1.181 3.340
C -3.501 -0.753 3.218
S -2.826 -0.592 1.619
N -2.718 -0.452 4.282
H -2.895 -0.172 7.601
H -1.902 0.799 6.497
H -1.534 -0.909 6.737
H -4.984 -1.016 6.699
H -6.302 -1.622 4.646
C -1.319 2.459 -4.830
Sb 0.207 1.109 -4.141
C 0.419 0.141 -6.048
C 1.780 2.556 -4.440
H -0.958 2.967 -5.727
H -1.540 3.202 -4.060
H -2.237 1.916 -5.070
H 0.578 0.901 -6.816
H -0.497 -0.411 -6.272
H 1.257 -0.558 -6.054
H 1.998 2.648 -5.507
H 2.692 2.270 -3.910
H 1.443 3.525 -4.063
*
```